{
  "formula": "C4H4O3",
  "method": "wB97M-V/def2-TZVPD",
  "orbital_gap_ev": 9.034,
  "homo_ev": -9.82,
  "e_above_lowest_kj_mol": 132.8,
  "smiles": "CC(=O)C(=O)C=O",
  "energy_ha": -380.496460,
  "lumo_ev": -0.787,
  "species": ["C", "C", "O", "C", "O", "C", "O", "H", "H", "H", "H"],
  "coordinates": [[0.7797, -1.4736, 0.0396], [0.6891, -0.0685, -0.4527], [0.9597, 0.2779, -1.5808], [0.0466, 1.0296, 0.3903], [0.6364, 1.7279, 1.1779], [-1.4276, 1.2730, 0.0697], [-2.1449, 0.3564, -0.2468], [0.9867, -1.5815, 1.1068], [1.4997, -2.0400, -0.5604], [-0.2493, -1.8160, -0.1352], [-1.7762, 2.3148, 0.1916]],
  "forces_ev_per_angstrom": [[-0.029, 0.003, 0.002], [0.134, 0.047, -0.466], [0.071, -0.090, 0.395], [0.263, 0.397, 0.269], [-0.274, -0.390, -0.299], [-0.392, -0.287, -0.112], [0.377, 0.479, 0.136], [0.007, 0.213, -0.129], [-0.301, 0.088, 0.093], [0.176, -0.367, 0.043], [-0.031, -0.092, 0.067]]
}